Entry 1:
Molecular formula: C4H6OS
Method: DFT, ωB97M-V with the def2-TZVPD basis set

```
! wB97M-V def2-TZVPD RIJCOSX def2/J DEFGRID3
* xyz 0 1
C 0.601 1.519 -0.070
C 0.366 0.209 -0.135
C 1.377 -0.882 0.101
S 2.981 -0.747 -0.111
C -1.079 -0.173 0.126
O -1.513 -1.532 -0.171
H -0.111 2.220 -0.267
H 1.630 1.928 0.012
H 0.765 -1.752 0.706
H -1.353 -0.180 1.269
H -1.585 0.672 -0.432
H -2.078 -1.283 -1.028
*
```

Output
- SMILES string = C=C(C=S)CO

Results of the Löwdin charge analysis, in e, for atoms 1 through 2: atom 1 (C): 0.06, atom 2 (C): -0.38

***

Entry 2:
Molecular formula: C4H7NO2
Method: DFT, ωB97M-V with the def2-TZVPD basis set

```
! wB97M-V def2-TZVPD RIJCOSX def2/J DEFGRID3
* xyz 0 1
H -0.066 -3.150 -0.103
N 0.032 -2.517 -0.896
C -0.232 -1.327 -0.578
C -0.179 -0.128 -1.495
O -0.871 0.873 -0.751
C -0.628 0.566 0.594
C 0.673 1.268 1.231
O -0.626 -0.861 0.650
H 0.863 0.163 -1.694
H -0.685 -0.313 -2.446
H -1.200 1.067 1.334
H 0.669 1.308 2.345
H 0.693 2.318 0.894
H 1.556 0.732 0.915
*
```

Output
- SMILES string = [H]/N=C1/CO[C@H](C)O1

Results of the Löwdin charge analysis, in e, for atoms 1 through 2: atom 1 (H): 0.07, atom 2 (N): 0.16

***

Entry 3:
Molecular formula: C42H54CsN5O8Si
Method: DFT, ωB97M-V with the def2-TZVPD basis set

```
! wB97M-V def2-TZVPD RIJCOSX def2/J DEFGRID3
* xyz -2 1
Cs 1.379 -0.406 1.288
O 5.084 5.676 -0.322
C 5.796 4.697 -0.064
O 6.969 4.655 0.386
C 5.175 3.306 -0.252
C 5.816 2.223 0.267
C 5.129 0.975 0.219
N 3.864 0.828 -0.085
C 3.269 1.814 -0.673
C 3.888 3.097 -0.765
C 1.871 1.611 -1.418
O 1.355 2.635 -1.871
O 1.374 0.449 -1.431
H 6.875 2.245 0.582
H 5.666 0.092 0.608
H 3.404 3.947 -1.236
C 4.487 -1.203 -2.288
C 3.735 -2.177 -1.446
O 2.492 -2.489 -2.156
C 1.474 -2.719 -1.256
C 0.482 -3.706 -1.912
H 5.558 -1.141 -1.975
H 4.144 -0.205 -2.198
H 4.422 -1.409 -3.335
H 3.542 -1.674 -0.543
H 4.236 -3.144 -1.229
H 0.963 -1.805 -1.034
H 1.834 -3.251 -0.378
H 0.073 -3.489 -2.898
H -0.413 -3.814 -1.329
H 0.933 -4.725 -1.953
C 1.712 -6.141 2.310
C 0.914 -5.057 2.980
N 0.170 -4.371 2.102
O 0.938 -4.889 4.209
H 2.771 -5.831 2.395
H 1.463 -6.331 1.255
H 1.656 -7.046 2.879
H 0.214 -4.701 1.142
H -0.479 -3.561 2.381
O 0.897 1.960 2.449
C 1.028 3.244 2.297
C -0.089 4.171 2.676
C -0.693 4.868 1.390
C 0.214 5.192 0.195
C 1.539 5.945 0.489
C 2.329 5.158 1.584
N 2.151 3.771 1.809
H 0.353 5.006 3.265
H -0.796 3.552 3.196
H -1.170 5.828 1.628
H -1.404 4.214 1.010
H -0.356 5.785 -0.510
H 0.418 4.324 -0.425
H 1.355 6.953 0.885
H 2.167 6.126 -0.338
H 2.230 5.689 2.637
H 3.364 5.372 1.359
H 2.735 3.037 1.357
C -2.407 -0.016 4.069
C -3.125 0.075 2.724
C -2.591 1.238 1.835
C -4.598 0.427 3.046
Si -2.792 -1.541 1.788
O -1.311 -2.048 1.646
C -3.823 -2.759 2.850
C -3.147 -3.595 3.766
C -3.914 -4.397 4.641
C -5.321 -4.426 4.655
C -5.943 -3.724 3.587
C -5.216 -2.859 2.784
C -3.565 -1.300 -0.025
C -2.515 -1.065 -0.943
C -2.786 -0.543 -2.242
C -4.117 -0.336 -2.614
C -5.200 -0.661 -1.747
C -4.897 -1.065 -0.475
H -2.397 1.023 4.619
H -1.354 -0.225 3.916
H -2.857 -0.728 4.744
H -2.642 2.209 2.371
H -3.258 1.484 0.969
H -1.515 1.179 1.570
H -4.689 1.394 3.682
H -5.005 -0.353 3.673
H -5.201 0.424 2.132
H -2.026 -3.459 3.778
H -3.390 -5.065 5.403
H -5.814 -5.225 5.262
H -6.996 -3.814 3.459
H -5.763 -2.209 2.116
H -1.468 -1.278 -0.713
H -1.923 -0.317 -2.891
H -4.276 -0.027 -3.637
H -6.243 -0.558 -1.977
H -5.752 -1.242 0.129
N 0.953 1.703 -4.562
C 0.723 2.663 -5.515
N 0.584 2.149 -6.751
C 0.627 0.691 -6.503
C 0.423 -0.405 -7.379
C 0.394 -1.677 -6.847
C 0.619 -1.823 -5.447
C 0.830 -0.789 -4.553
C 0.812 0.478 -5.156
H 0.884 1.902 -3.529
H 0.725 3.716 -5.249
H 0.201 -0.130 -8.405
H 0.144 -2.562 -7.442
H 0.465 -2.810 -5.056
H 0.955 -0.888 -3.461
*
```

Results of the Löwdin charge analysis, in e, for atoms 1 through 2: atom 1 (Cs): 1.18, atom 2 (O): -0.05

***

Entry 4:
Molecular formula: C5H4O2
Method: DFT, ωB97M-V with the def2-TZVPD basis set

```
! wB97M-V def2-TZVPD RIJCOSX def2/J DEFGRID3
* xyz 0 1
C -2.251 0.493 -1.106
C -1.508 0.260 -0.153
C 0.600 -1.892 0.919
C 1.289 -0.660 0.279
C -0.634 -0.012 0.896
O 1.034 -2.989 1.146
O -0.500 -1.361 1.487
H -3.072 0.915 -1.613
H 1.933 -0.068 0.891
H 1.509 -0.611 -0.776
H -0.502 0.661 1.652
*
```

Results of the Löwdin charge analysis, in e, for atoms 1 through 2: atom 1 (C): 0.15, atom 2 (C): -0.10

***

Entry 5:
Molecular formula: C5H10O
Method: DFT, ωB97M-V with the def2-TZVPD basis set

```
! wB97M-V def2-TZVPD RIJCOSX def2/J DEFGRID3
* xyz 0 1
O -0.856 -0.504 2.488
C -0.467 0.834 1.248
C -0.122 -0.062 0.216
C -0.847 -0.208 -1.128
C 0.527 -0.072 -1.834
C 1.250 -0.165 -0.465
H -0.122 -0.581 3.123
H -1.450 1.298 1.271
H 0.306 1.371 1.799
H -0.477 -0.867 1.375
H -1.585 0.566 -1.372
H -1.318 -1.185 -1.282
H 0.774 -0.846 -2.569
H 0.658 0.907 -2.306
H 1.968 0.637 -0.250
H 1.760 -1.123 -0.312
*
```

Results of the Löwdin charge analysis, in e, for atoms 1 through 2: atom 1 (O): -0.16, atom 2 (C): 0.00

***

Entry 6:
Molecular formula: ClH20O14
Method: DFT, ωB97M-V with the def2-TZVPD basis set

```
! wB97M-V def2-TZVPD RIJCOSX def2/J DEFGRID3
* xyz -1 1
Cl 0.063 0.595 0.044
O -1.327 0.596 0.408
O 0.301 1.591 -0.946
O 0.865 0.781 1.218
O 0.376 -0.650 -0.577
O -0.891 -1.971 1.925
H -0.557 -1.145 1.575
H -1.123 -1.771 2.832
O -1.590 1.380 -2.395
H -0.991 1.270 -1.657
H -2.267 1.973 -2.069
O -1.462 -2.222 -0.848
H -0.982 -1.493 -0.454
H -1.927 -2.626 -0.116
O 1.305 -0.848 2.575
H 0.880 -0.253 1.958
H 2.238 -0.783 2.368
O 3.101 0.973 1.871
H 2.359 1.039 1.270
H 2.706 1.001 2.743
O -3.083 -0.244 -0.772
H -2.180 0.059 -0.677
H -3.530 0.086 0.007
O -0.988 -0.519 -2.820
H -1.430 0.323 -2.923
H -0.759 -0.558 -1.891
O -0.241 3.464 0.723
H 0.254 2.721 0.379
H 0.026 4.204 0.176
O 1.128 -2.723 0.289
H 0.975 -1.783 0.379
H 2.041 -2.844 0.548
O 2.339 0.386 -1.986
H 2.896 -0.261 -1.553
H 1.472 0.252 -1.604
*
```

Results of the Löwdin charge analysis, in e, for atoms 1 through 2: atom 1 (Cl): 0.82, atom 2 (O): -0.23

***

Across the entries above, ΔE to the lowest compared entry with this formula, charge and spin takes the values 303.7 182.5 109.4 403.2 408.0 890.4 kJ/mol, respectively.
Across the entries above, highest occupied orbital energy takes the values -8.78 -10.11 -3.94 -9.34 -7.96 -5.90 eV, respectively.